Entry 1:
DFT (the ωB97M-V functional and the def2-TZVPD basis) results for C28H36Cl2LiN8O7 as an isolated structure at a distorted geometry.

```
82
C28H36Cl2LiN8O7 (the ωB97M-V functional and the def2-TZVPD basis)
Li 0.2424 -1.3741 0.2357
Cl -0.6761 3.1546 5.0831
C 0.6148 2.0906 4.5310
C 1.8950 2.1840 5.0760
C 2.8473 1.2844 4.6884
Cl 4.5147 1.5067 5.1504
C 2.5364 0.2593 3.7557
C 3.4579 -0.7257 3.3108
C 3.0454 -1.8384 2.6060
C 1.6268 -1.9246 2.3267
N 0.7859 -0.9728 2.6107
C 1.1737 0.1269 3.3346
C 0.1170 1.0387 3.7374
O -1.0905 0.9270 3.4276
H 2.2559 2.9996 5.6904
H 4.4364 -0.5783 3.6075
H 3.7572 -2.5054 2.1545
H 1.1845 -2.8166 1.9060
N -3.3490 -1.8602 2.6651
C -2.7237 -1.8835 1.3558
C -3.7962 -2.0753 0.3093
C -5.0128 -1.1452 0.4443
C -4.9674 0.2560 -0.1586
N -3.7775 1.0947 0.1705
C -3.2921 1.4572 1.3614
N -2.2375 2.2615 1.4103
N -3.8343 1.0241 2.5242
C -1.7437 -3.0864 1.2936
O -1.9831 -4.0508 2.0655
O -0.7862 -2.9801 0.4537
H -3.7658 -2.8102 2.6968
H -2.6440 -2.0165 3.3436
H -2.1214 -0.9439 1.1803
H -4.2613 -3.1090 0.4342
H -3.3362 -1.9512 -0.6719
H -5.2517 -0.9643 1.5147
H -5.9663 -1.5584 0.1145
H -5.7889 0.7354 0.2972
H -5.0011 0.2344 -1.2346
H -3.1468 1.3271 -0.6505
H -1.8715 2.6444 0.5357
H -1.6716 1.9660 2.1673
H -3.9389 0.0126 2.7290
H -3.2991 1.3623 3.2953
C 0.9640 -0.8758 -5.4056
C 0.9902 -0.2876 -3.9920
N 1.0235 -1.2797 -2.8941
C -0.0985 -2.1817 -2.8400
C -1.5299 -1.6115 -2.7369
C 2.0603 -1.3317 -2.0009
C 3.3910 -0.7440 -2.4629
N 1.9646 -1.9045 -0.8163
H 0.9330 -0.0316 -6.1192
H 0.0152 -1.4186 -5.5467
H 1.8380 -1.4803 -5.5841
H 0.0516 0.2489 -3.8274
H 1.7777 0.4144 -3.9282
H 0.0574 -2.8651 -1.9741
H -0.0458 -2.8181 -3.7517
H -1.6946 -0.9296 -1.8837
H -2.2349 -2.4463 -2.5292
H -1.8310 -1.0385 -3.6229
H 3.5719 -0.9043 -3.5050
H 4.2088 -1.2792 -1.9759
H 3.4821 0.3023 -2.1565
H 2.8892 -1.8788 -0.3886
O -1.3480 1.7700 -1.6067
C -0.3649 1.2874 -1.0211
O -0.3750 0.3211 -0.1751
C 0.9851 1.8765 -1.2756
C 2.0065 1.6788 -0.2842
C 3.2275 2.2302 -0.4758
C 3.3945 2.9926 -1.6281
C 2.4276 3.2767 -2.5802
C 1.1824 2.6902 -2.3806
N 4.7177 3.6624 -1.8809
O 4.9517 4.0105 -3.0192
O 5.4945 3.8017 -0.9568
H 1.8028 1.0774 0.6404
H 4.0104 2.1711 0.2413
H 2.6353 3.8310 -3.4867
H 0.3114 2.8870 -3.0482
```

## Properties
Total charge = -1
Spin multiplicity = 1
Frontier orbital gap = 5.987 eV
E_HOMO = -4.55 eV
E_tot = -81127.783 eV

Atomic partial charges in e from the Löwdin method, atoms 1 to 5: 0.54, 0.63, -0.56, -0.15, -0.64

***

Entry 2:
DFT (the ωB97M-V functional and the def2-TZVPD basis) results for C28H36Cl3GeN5ORu as an isolated structure.

```
75
C28H36Cl3GeN5ORu (the ωB97M-V functional and the def2-TZVPD basis)
Ru 0.3293 0.0688 -0.0764
C -2.0309 -0.9707 -2.4551
N -1.7472 -1.2033 -1.0402
C -1.3814 -2.5963 -0.8127
C 0.0778 -2.8271 -1.0888
C 0.5150 -4.0502 -1.5785
C 1.8511 -4.2257 -1.8811
C 2.7121 -3.1508 -1.7206
C 2.2079 -1.9680 -1.2216
N 0.9206 -1.8130 -0.8648
C -2.8114 -0.7905 -0.1466
C -2.3381 -0.7853 1.2848
C -3.2568 -0.9875 2.3073
C -2.8501 -0.9039 3.6235
C -1.5181 -0.6215 3.8828
C -0.6622 -0.4491 2.8170
N -1.0415 -0.5388 1.5316
C -2.1225 0.4834 -2.8491
C -2.5920 0.8313 -4.1111
C -2.5072 2.1532 -4.5057
C -1.9614 3.0824 -3.6301
C -1.5573 2.6448 -2.3827
N -1.6476 1.3720 -1.9896
H -2.9298 -1.5134 -2.7810
H -1.1838 -1.3835 -3.0145
H -1.9663 -3.2698 -1.4510
H -1.6118 -2.8772 0.2173
H -0.2028 -4.8442 -1.7377
H 2.2107 -5.1718 -2.2636
H 3.7580 -3.2177 -1.9853
H 2.8380 -1.0990 -1.1058
H -3.7028 -1.4297 -0.2242
H -3.1153 0.2204 -0.4214
H -4.2864 -1.2033 2.0538
H -3.5542 -1.0559 4.4306
H -1.1415 -0.5384 4.8926
H 0.3752 -0.2170 2.9830
H -2.9891 0.0740 -4.7751
H -2.8505 2.4554 -5.4865
H -1.8529 4.1218 -3.9068
H -1.1131 3.3326 -1.6715
C -1.4944 3.9338 1.2863
C -0.1717 4.0120 2.0523
C 0.6380 2.8307 1.5149
O -0.2575 2.0682 0.6594
C -1.6064 2.4513 1.0183
H -1.4432 4.4885 0.3497
H -2.3364 4.3123 1.8637
H -0.3506 3.8930 3.1209
H 0.3459 4.9568 1.9031
H 0.9887 2.1768 2.3179
H 1.4803 3.1257 0.8962
H -1.9108 1.9226 1.9288
H -2.2517 2.1727 0.1940
C 1.9168 -2.8576 2.0938
Ge 2.8126 -1.1176 2.0271
C 2.9512 -0.2914 3.8038
C 4.6408 -1.2974 1.3497
C 1.8672 0.1863 0.8519
H 2.3742 -3.4836 2.8610
H 2.0211 -3.3687 1.1374
H 0.8558 -2.7634 2.3209
H 3.6136 -0.9060 4.4151
H 2.0043 -0.1979 4.3352
H 3.3984 0.6997 3.7171
H 5.2530 -1.8280 2.0798
H 5.0835 -0.3148 1.1839
H 4.6724 -1.8563 0.4137
H 2.4508 1.1131 0.7346
Cl 0.7677 0.5642 -4.8159
C 1.4922 1.7844 -3.8711
Cl 2.1085 3.1149 -4.7100
Cl 2.2626 3.0815 -1.5849
C 1.5059 1.6151 -2.4462
N 1.0475 0.6415 -1.8474
```

## Properties
Total charge = +1
Spin multiplicity = 2
Frontier orbital gap (spin up / spin down) = 6.972 / 7.328 eV
E_HOMO (spin up / spin down) = -9.65 / -10.23 eV
E_tot = -135776.417 eV

Atomic partial charges in e from the Löwdin method, atoms 1 to 5: 1.20, -0.12, -0.20, -0.12, -0.24

***

> Among the records above, which one has the highest E_tot?

C28H36Cl2LiN8O7